Density functional theory data (ωB97M-V/def2-TZVPD) for a molecular structure, C60H50MgN3O6P2 in a non-equilibrium geometry.

Geometry as XYZ:
```
122
Properties=species:S:1:pos:R:3:forces:R:3
Mg -1.685007 0.025210 0.228953 0.91 0.27 -0.08
O -2.138707 0.168510 5.467853 0.06 0.01 0.12
C -2.286207 1.458210 5.121253 0.04 0.05 -0.06
C -2.557007 2.388710 6.123653 0.03 -0.11 0.08
C -2.749507 3.720610 5.817053 0.05 -0.08 0.03
C -2.670607 4.155010 4.503853 -0.04 0.18 -0.10
C -2.373807 3.248910 3.507753 -0.05 -0.10 0.01
C -2.166907 1.903110 3.792453 0.08 0.01 -0.01
C -1.833607 0.988010 2.677453 -0.29 -0.04 0.65
O -1.566907 1.473110 1.538053 -0.02 0.65 -0.48
N -1.858407 -0.299790 2.957953 -0.38 0.11 1.09
N -1.655607 -1.050390 1.854253 0.01 -0.98 0.27
C -1.859607 -2.311890 1.865753 0.00 0.21 0.83
C -1.757807 -3.092990 0.672053 0.06 -0.32 -0.62
C -2.219607 -4.413990 0.701453 -0.04 0.04 0.03
C -2.244707 -5.199490 -0.427247 -0.05 -0.28 0.07
C -1.757307 -4.676590 -1.624747 0.04 0.05 0.00
C -1.277607 -3.392990 -1.682647 -0.01 0.06 -0.02
C -1.284607 -2.536990 -0.557447 -0.21 -0.83 0.06
O -0.869907 -1.325790 -0.669847 0.59 -0.83 -1.04
H -2.027407 -0.340990 4.611153 -0.12 0.05 -0.05
H -2.613507 2.035310 7.142053 -0.04 -0.06 0.11
H -2.965607 4.425110 6.606453 -0.03 0.07 0.11
H -2.833507 5.193610 4.259853 -0.02 0.12 -0.02
H -2.302107 3.561210 2.476053 0.04 0.00 -0.04
H -2.162407 -2.820990 2.790153 0.05 0.17 -0.08
H -2.598207 -4.798890 1.642153 0.00 -0.04 0.02
H -2.645007 -6.203290 -0.394747 0.02 -0.06 0.06
H -1.757607 -5.286290 -2.519547 -0.01 -0.04 -0.06
H -0.907807 -2.976190 -2.607847 0.06 0.05 -0.09
O -1.743707 1.426010 -1.241047 0.34 0.24 0.07
C -2.954907 1.179710 -1.942847 -1.11 -0.23 -0.55
C -4.044007 0.687410 -0.915747 -0.67 0.65 -0.42
O -5.224907 0.904210 -1.130447 -0.19 -0.02 -0.25
O -3.554007 0.084610 0.067653 -0.48 -0.52 0.52
C -2.696707 0.072910 -2.940547 0.17 -0.14 -0.12
C -1.653607 0.240110 -3.844447 -0.04 -0.05 0.03
C -1.390407 -0.727890 -4.796447 0.04 0.11 -0.04
C -2.188607 -1.858490 -4.865647 -0.06 -0.14 -0.06
C -3.231807 -2.020990 -3.971747 0.02 -0.11 -0.16
C -3.483107 -1.065290 -3.004947 0.03 0.08 0.03
C -3.420607 2.398110 -2.701147 0.11 0.37 0.12
C -4.608007 2.340310 -3.426647 0.05 0.01 -0.04
C -5.065807 3.456410 -4.101647 0.00 -0.12 -0.04
C -4.320407 4.624210 -4.096147 0.01 0.20 -0.01
C -3.123507 4.677210 -3.402847 -0.12 0.24 -0.13
C -2.681507 3.575610 -2.692947 0.08 -0.29 0.06
H -2.002907 1.864410 -0.420247 0.00 1.20 0.09
H -1.055307 1.137110 -3.783747 -0.02 0.03 -0.05
H -0.579007 -0.601190 -5.503347 0.05 0.04 0.03
H -1.991307 -2.620590 -5.606847 0.02 -0.04 -0.07
H -3.844507 -2.908090 -4.010247 -0.07 -0.13 -0.01
H -4.286207 -1.213790 -2.300047 -0.11 -0.02 0.07
H -5.169807 1.420210 -3.434447 -0.06 0.00 -0.02
H -6.005807 3.414710 -4.636647 -0.01 -0.02 -0.03
H -4.677307 5.496010 -4.625647 -0.01 0.08 -0.07
H -2.536607 5.585910 -3.415247 0.05 0.04 0.04
H -1.746107 3.620410 -2.150547 0.03 -0.02 0.00
C 3.381693 0.457310 -0.830747 -0.15 0.15 -0.31
N 3.812393 -0.228090 0.355453 -0.23 -0.06 -0.01
C 3.287493 0.357610 1.555953 -0.25 0.04 0.19
P 1.399493 0.130310 1.791953 0.69 0.16 0.95
C 1.243393 1.616910 2.858553 -0.10 -0.18 -0.09
C 1.484593 1.736510 4.221053 0.04 -0.05 -0.05
C 1.286793 2.952110 4.857353 0.05 0.13 0.19
C 0.876593 4.064610 4.144053 0.05 0.03 0.01
C 0.667693 3.962210 2.778153 0.16 0.17 -0.03
C 0.843893 2.747310 2.148553 0.06 0.01 -0.01
C 1.445193 -1.297790 2.923053 -0.13 0.00 -0.04
C 2.098193 -2.453190 2.493253 0.01 0.13 -0.01
C 1.979093 -3.635690 3.197853 0.01 -0.19 0.03
C 1.189993 -3.690090 4.335553 0.00 -0.09 0.04
C 0.535993 -2.548890 4.768953 -0.04 -0.07 0.12
C 0.657493 -1.364290 4.067053 0.16 0.07 0.06
C 4.649793 -1.325690 0.347053 0.39 -0.27 -0.08
C 4.865593 -2.082390 -0.816547 -0.08 0.21 -0.07
C 5.673193 -3.200390 -0.808847 0.11 -0.09 0.02
C 6.307493 -3.620090 0.346853 0.09 -0.10 0.02
C 6.137293 -2.868390 1.495853 0.05 -0.10 -0.06
C 5.342593 -1.741190 1.497953 -0.13 0.21 0.12
P 1.531193 0.242410 -1.292347 0.82 0.32 -0.77
C 1.773793 -1.353290 -2.163747 -0.24 0.12 0.07
C 1.715093 -2.410890 -1.254547 -0.04 0.10 0.01
C 1.841993 -3.721090 -1.662947 0.13 -0.13 0.03
C 2.015393 -4.006390 -3.007947 0.06 -0.07 0.03
C 2.098693 -2.969990 -3.918847 0.03 -0.09 -0.15
C 1.988593 -1.652190 -3.501747 0.02 0.15 -0.02
C 1.522793 1.685410 -2.439247 -0.10 -0.19 -0.05
C 1.294893 1.707010 -3.809047 0.13 0.00 0.02
C 1.093593 2.902110 -4.484347 -0.01 0.08 -0.08
C 1.108793 4.106010 -3.803247 0.00 -0.01 -0.04
C 1.353693 4.107910 -2.438247 0.02 0.12 -0.03
C 1.552093 2.915710 -1.773247 0.04 -0.10 0.08
H 3.991793 0.163810 -1.686847 -0.04 0.10 0.08
H 3.525193 1.535010 -0.668947 0.04 -0.09 -0.06
H 3.467093 1.443110 1.536853 -0.04 -0.14 0.06
H 3.769293 -0.054490 2.439453 -0.06 0.14 -0.04
H 1.821493 0.886710 4.796053 0.00 -0.09 0.04
H 1.455093 3.033210 5.922653 0.00 -0.02 0.07
H 0.711793 5.006110 4.649353 -0.02 0.03 0.04
H 0.355793 4.826910 2.209153 -0.07 0.05 -0.04
H 0.635193 2.640710 1.093353 -0.06 0.09 -0.03
H 2.697693 -2.435190 1.595053 0.07 -0.03 -0.04
H 2.492593 -4.521890 2.849953 0.03 -0.04 -0.04
H 1.072493 -4.621290 4.872553 0.03 -0.05 0.05
H -0.085107 -2.578890 5.652953 -0.07 -0.01 0.08
H 0.115093 -0.490990 4.389453 0.02 -0.03 0.11
H 4.371193 -1.825290 -1.738547 -0.10 0.04 -0.05
H 5.795393 -3.761490 -1.724047 -0.03 -0.04 -0.10
H 6.920093 -4.508590 0.354353 0.07 -0.08 -0.02
H 6.633893 -3.158990 2.410353 0.04 -0.01 0.10
H 5.270493 -1.189290 2.422453 -0.08 0.05 0.00
H 1.522793 -2.182890 -0.215447 -0.06 -0.09 0.09
H 1.785793 -4.522490 -0.939047 -0.06 -0.02 0.05
H 2.067893 -5.031090 -3.345747 0.05 -0.10 -0.02
H 2.245793 -3.186890 -4.968747 -0.01 0.01 -0.06
H 2.066893 -0.874690 -4.242147 0.05 0.08 -0.07
H 1.239193 0.785110 -4.359247 -0.05 -0.08 -0.11
H 0.906193 2.884610 -5.549147 -0.04 0.00 -0.07
H 0.915693 5.033810 -4.319747 0.02 0.08 -0.10
H 1.375993 5.041810 -1.891647 -0.02 0.02 0.04
H 1.707793 2.935710 -0.702547 0.01 0.01 0.09
```
Positions in Å, forces in eV/Å.

Calculated values
* lowest unoccupied orbital energy: 2.375 eV
* relative energy (zero: lowest compared OMol25 entry of this formula, charge and spin): 34.4 kcal/mol
* total charge: -1
* highest occupied orbital energy: -0.1782 Eh
* Kohn-Sham gap: 7.2249 eV
* total energy: -3815.16749 a.u.

=====

Density functional theory data (ωB97M-V/def2-TZVPD) for a molecular structure, C12H48Cl2CrN24O12 in a non-equilibrium geometry.

Geometry as XYZ:
```
99
Properties=species:S:1:pos:R:3:forces:R:3
Cr 13.459001 10.367433 14.394282 0.20 0.35 -1.29
Cl 11.773369 11.539679 13.536582 -1.04 0.47 -0.67
Cl 15.130145 11.350773 13.006617 -0.25 -0.20 -0.28
C 8.164639 13.165896 18.953739 0.85 -1.35 3.58
O 8.603582 12.759176 17.905407 -0.36 -0.43 -1.04
N 8.047547 14.479166 19.281975 -0.25 -0.84 0.23
N 7.912505 12.306052 20.075985 -0.18 1.01 -2.13
H 7.743996 14.790387 20.189625 -0.13 0.00 -0.29
H 8.009443 15.058481 18.491905 0.02 1.20 -0.78
H 7.774794 12.671367 20.972573 -0.35 1.03 1.09
H 8.273155 11.390613 20.159235 0.46 -0.83 -0.80
C 12.025102 13.102192 9.093007 -0.75 0.77 -0.24
O 12.402997 14.275256 9.020733 0.65 -0.27 0.01
N 11.360385 12.586242 7.981400 -1.01 0.58 0.28
N 12.188867 12.354168 10.208240 -1.10 -2.02 0.22
H 10.545330 12.038390 8.253006 0.32 -0.37 0.10
H 11.003069 13.414664 7.477421 0.51 -0.72 0.15
H 12.883608 12.647947 10.851881 0.34 0.51 0.60
H 11.597679 11.526706 10.524202 1.06 1.64 -1.27
C 11.400884 9.930528 16.300766 -0.86 -0.56 0.53
O 12.035702 9.268710 15.461050 1.42 0.31 -1.03
N 10.095444 9.819533 16.408450 -1.86 -1.35 -1.48
N 11.982892 10.698837 17.195210 1.33 1.34 1.16
H 9.525459 10.177913 17.140731 0.07 0.55 0.43
H 9.639789 9.187309 15.729774 0.50 0.16 0.53
H 12.818064 11.202671 16.919653 0.13 -0.23 0.11
H 11.349893 11.247077 17.729287 -0.31 0.58 0.46
C 8.708905 12.453168 10.641241 -0.04 -0.15 -0.04
O 9.306025 11.554348 10.068484 0.20 -2.04 -1.10
N 9.393953 13.421363 11.207742 -1.14 1.63 0.93
N 7.350555 12.485080 10.760704 -0.67 -0.11 -0.35
H 10.365935 13.553363 11.244575 1.45 -0.41 -0.27
H 8.881417 14.192430 11.552742 -0.51 0.75 0.63
H 6.880721 13.293994 11.131175 0.19 0.14 0.27
H 6.796934 11.957147 10.095858 0.49 0.02 0.23
C 14.346132 13.103451 15.344248 -2.00 2.18 -1.10
O 13.877916 11.954994 15.531606 0.97 -0.64 0.91
N 15.530564 13.545591 15.829060 0.39 -1.05 1.08
N 13.555661 14.007308 14.684190 2.10 0.26 1.27
H 15.764475 14.522386 15.982561 -0.42 -0.36 -0.48
H 16.041426 12.898919 16.439949 -0.49 0.38 -0.53
H 13.833771 14.993228 14.725627 -0.44 -0.73 -0.56
H 12.845327 13.689130 14.048316 -0.35 -0.03 0.03
C 10.654061 8.933124 8.078157 2.18 0.07 2.21
O 11.730911 9.163423 8.733537 -3.16 -0.49 -1.29
N 10.759272 8.496052 6.792815 -0.95 0.30 -0.89
N 9.346879 8.941585 8.618005 0.57 0.80 -1.27
H 9.918633 8.450295 6.164646 1.60 0.06 0.99
H 11.691994 8.606576 6.385276 -0.81 -0.11 0.17
H 8.717557 9.118842 7.817896 0.02 -0.25 1.05
H 9.139682 9.607827 9.389633 0.71 -0.26 -0.80
C 10.144736 16.602502 15.245623 -0.65 -0.47 0.07
O 11.304366 16.397531 15.588012 0.24 0.42 0.23
N 9.775416 16.675563 13.942133 -0.38 -0.42 -1.26
N 9.152686 16.758793 16.215732 1.59 0.16 1.52
H 10.384060 16.252006 13.209006 0.30 0.21 1.19
H 8.864748 16.341808 13.677464 -0.81 0.33 0.48
H 9.615932 16.960378 17.152466 -1.34 -0.36 -1.82
H 8.185476 17.016693 16.050136 0.63 0.13 -0.15
C 15.278858 8.373250 15.004913 0.21 0.96 0.47
O 14.950527 9.566762 15.287069 0.29 -0.93 0.06
N 14.625202 7.385942 15.625119 -1.34 -0.67 0.28
N 16.307472 8.166017 14.175514 0.44 -0.90 -0.42
H 13.624626 7.494051 15.872455 1.16 0.55 -0.18
H 14.980455 6.474095 15.807408 0.47 -0.42 -0.44
H 16.773962 8.973994 13.731568 -0.66 -0.69 0.55
H 16.507630 7.214803 13.832119 -0.14 1.07 0.31
C 7.433511 13.952710 14.340788 -2.85 -0.13 -0.77
O 7.288897 14.520272 13.220505 0.28 -0.47 2.36
N 8.590042 13.450199 14.755923 0.32 -0.55 0.65
N 6.273455 13.701129 15.201497 2.97 -0.29 -1.34
H 8.699541 12.791741 15.520771 -0.29 0.53 0.03
H 9.353867 13.504818 14.124718 0.60 -0.01 -0.60
H 6.429741 13.275358 16.115643 0.01 0.52 -0.45
H 5.598068 14.416969 15.114922 -0.78 0.47 0.05
C 13.069932 8.642876 11.934055 -0.64 -0.97 1.97
O 13.110907 8.836894 13.175390 0.61 0.14 1.10
N 13.503376 9.479866 11.046775 -0.77 -0.40 -2.69
N 12.515316 7.493191 11.524914 0.38 -0.11 -0.43
H 13.039615 9.356458 10.129196 0.67 0.62 0.33
H 13.994617 10.299326 11.309629 0.41 0.83 0.33
H 12.735200 7.228890 10.598206 -0.20 -0.49 -0.83
H 12.074725 6.837272 12.142333 0.07 0.28 0.19
C 12.439683 16.081902 12.146142 -1.28 -1.57 -0.07
O 11.538679 15.231532 12.348503 0.42 0.03 0.07
N 12.868677 16.875899 13.166835 0.52 1.03 0.12
N 13.030398 16.144487 10.957201 -0.76 -0.83 -1.41
H 13.066578 17.832598 12.934326 0.50 0.15 -0.33
H 12.351699 16.866606 14.037097 -0.44 -0.64 0.15
H 13.592196 16.909063 10.738432 1.19 1.24 -0.17
H 12.697761 15.582256 10.114448 0.27 0.30 1.62
C 9.470784 7.720238 13.441951 -0.17 -0.72 -1.05
O 9.686702 7.713299 14.654278 -0.66 -0.52 -1.48
N 10.067292 8.626597 12.575900 -1.53 -0.32 -0.50
N 8.697689 6.680013 12.737273 1.24 2.75 0.38
H 9.717391 8.688449 11.617486 0.21 -0.46 0.51
H 10.459563 9.518782 12.852243 -0.04 -0.19 0.85
H 8.100761 6.869008 11.938402 0.57 0.25 0.32
H 8.620183 5.772356 13.103968 -0.13 -0.75 0.95
```
Positions in Å, forces in eV/Å.

Calculated values
* lowest unoccupied orbital energy (spin up / spin down): -1.715 / -1.566 eV
* total charge: +1
* highest occupied orbital energy (spin up / spin down): -0.4134 / -0.4134 Eh
* Kohn-Sham gap (spin up / spin down): 9.5344 / 9.6836 eV
* total energy: -4668.43917 a.u.
* spin multiplicity: 4

=====

Density functional theory data (ωB97M-V/def2-TZVPD) for 3 unconnected molecules or ions with the total composition C4H11NO2 in a non-equilibrium geometry.

Geometry as XYZ:
```
18
Properties=species:S:1:pos:R:3:forces:R:3
C 1.584734 1.923455 -0.599147 0.77 -0.78 -0.18
C 0.709612 0.724341 -0.539181 -1.09 0.79 0.05
C 0.440993 -0.131303 -1.634721 0.84 0.27 -0.38
C -1.305010 0.794231 0.680520 0.19 -0.11 0.64
N -0.053605 0.665920 0.538056 -0.60 0.13 -0.95
H 1.849063 2.207945 0.406648 0.25 0.17 0.26
H 1.028128 2.744493 -1.043074 -0.27 0.09 -0.19
H 2.464990 1.734989 -1.211323 0.07 0.12 0.03
H 1.241787 -0.345979 -2.342983 -0.39 -0.04 0.03
H -0.606832 -0.305183 -1.881045 0.21 -0.50 0.22
H -1.989145 0.965925 -0.164412 0.31 0.32 0.30
H -1.669338 0.746967 1.698645 -0.38 -0.31 -0.03
H 1.159623 -1.322355 3.184709 0.02 0.13 -0.57
H 1.271957 -0.335065 1.920506 -0.20 -0.64 -0.01
O 1.419699 -0.452828 2.855516 0.21 0.41 0.79
H -1.833250 -2.597332 -2.025392 0.11 -0.26 0.03
H -2.123308 -2.588471 -0.500754 0.15 -0.24 0.00
O -2.533115 -2.612454 -1.368639 -0.20 0.46 -0.02
```
Positions in Å, forces in eV/Å.

Calculated values
* lowest unoccupied orbital energy (spin up / spin down): -5.597 / -7.898 eV
* relative energy (zero: lowest compared OMol25 entry of this formula, charge and spin): 47.6 kcal/mol
* total charge: +1
* highest occupied orbital energy (spin up / spin down): -0.5425 / -0.5422 Eh
* Kohn-Sham gap (spin up / spin down): 9.1653 / 6.8556 eV
* total energy: -363.85247 a.u.
* spin multiplicity: 2

=====

Density functional theory data (ωB97M-V/def2-TZVPD) for 2 unconnected molecules or ions with the total composition C6H10 in a non-equilibrium geometry.

Geometry as XYZ:
```
16
Properties=species:S:1:pos:R:3:forces:R:3
C -1.508048 0.029703 0.774743 -0.12 0.32 0.06
C -1.470016 -0.339420 -0.700455 -0.16 0.35 -0.27
C -0.607939 -0.962627 0.258878 1.32 -2.65 0.75
C 0.154399 -2.027829 0.537795 -0.67 0.98 -0.22
C 1.766150 0.722034 -0.237970 -0.18 2.11 -0.73
C 1.273791 1.965252 -0.442458 0.57 -1.41 0.20
H -2.325746 -0.279079 1.379505 -0.62 -0.36 0.31
H -1.130951 0.978062 1.052612 0.44 0.91 0.09
H -1.066938 0.363711 -1.388099 0.36 0.65 -0.32
H -2.267703 -0.901176 -1.108893 -0.75 -0.58 -0.27
H 0.471428 -2.707793 -0.245853 0.05 0.11 0.02
H 0.466284 -2.250903 1.554370 -0.03 0.08 -0.11
H 2.008697 0.073568 -1.067976 -0.14 -0.09 0.00
H 2.055297 0.401743 0.737204 -0.02 -0.28 0.51
H 1.062924 2.328271 -1.441437 -0.07 -0.04 0.03
H 1.088080 2.649235 0.379251 0.01 -0.09 -0.04
```
Positions in Å, forces in eV/Å.

Calculated values
* lowest unoccupied orbital energy: 1.213 eV
* relative energy (zero: lowest compared OMol25 entry of this formula, charge and spin): 66.2 kcal/mol
* total charge: 0
* highest occupied orbital energy: -0.3396 Eh
* Kohn-Sham gap: 10.4536 eV
* total energy: -234.49709 a.u.